1.
The following is a quantum chemistry calculation of a molecular structure, C57H42Cl7N6OPb, from the OMol25 dataset.

Atoms and positions in Å:
Pb (0.0460, -0.3245, 0.5791)
C (0.3160, 7.5189, 2.1723)
C (0.6146, 6.7200, 3.2671)
C (0.5440, 5.3387, 3.1611)
C (0.1723, 4.7352, 1.9624)
C (-0.1290, 5.5462, 0.8714)
C (-0.0561, 6.9280, 0.9734)
C (0.0998, 3.2468, 1.8515)
C (-1.1830, 2.6752, 1.8483)
C (-2.4140, 3.4054, 2.0660)
C (-3.4219, 2.5021, 1.9846)
C (-2.8064, 1.2165, 1.7302)
N (-1.4682, 1.3696, 1.6244)
C (-3.5000, -0.0063, 1.6845)
C (-2.9299, -1.2807, 1.7837)
C (-3.6808, -2.5091, 1.9426)
C (-2.7809, -3.4919, 2.1738)
C (-1.4694, -2.8761, 2.1481)
C (-0.2606, -3.5522, 2.3831)
C (-0.3419, -5.0064, 2.7011)
C (0.2087, -5.9452, 1.8310)
C (0.1401, -7.3007, 2.1173)
C (-0.4784, -7.7372, 3.2803)
C (-1.0274, -6.8099, 4.1550)
C (-0.9590, -5.4554, 3.8666)
C (1.0152, -2.9768, 2.3879)
N (1.3227, -1.7136, 2.0050)
C (2.6548, -1.5345, 2.1680)
C (3.3692, -0.3430, 1.9766)
C (4.8523, -0.4703, 1.9353)
C (5.6798, 0.1097, 2.8946)
C (7.0571, -0.0392, 2.8223)
C (7.6257, -0.7724, 1.7900)
C (6.8092, -1.3583, 0.8329)
C (5.4323, -1.2098, 0.9047)
C (2.8047, 0.9415, 1.8643)
C (3.5414, 2.1883, 1.8368)
C (2.6229, 3.1853, 1.8298)
C (1.3185, 2.5568, 1.8239)
N (1.4773, 1.2070, 1.8238)
C (3.2385, -2.7619, 2.6724)
C (2.2267, -3.6453, 2.8215)
N (-1.5990, -1.5555, 1.8770)
C (-4.9911, 0.0788, 1.6543)
C (-5.7471, -0.1816, 2.7944)
C (-7.1304, -0.0867, 2.7643)
C (-7.7789, 0.2699, 1.5903)
C (-7.0352, 0.5328, 0.4490)
C (-5.6514, 0.4392, 0.4829)
H (0.3728, 8.5970, 2.2533)
H (0.9028, 7.1733, 4.2073)
H (0.7770, 4.7112, 4.0127)
H (-0.4207, 5.0848, -0.0642)
H (-0.2892, 7.5432, 0.1133)
H (-2.4895, 4.4591, 2.2830)
H (-4.4773, 2.6756, 2.1231)
H (-4.7524, -2.6027, 1.8827)
H (-2.9818, -4.5376, 2.3361)
H (0.6844, -5.6019, 0.9203)
H (0.5664, -8.0165, 1.4261)
H (-0.5330, -8.7950, 3.5039)
H (-1.5075, -7.1418, 5.0672)
H (-1.3812, -4.7289, 4.5500)
H (5.2341, 0.6653, 3.7104)
H (7.6870, 0.4128, 3.5786)
H (8.7007, -0.8887, 1.7338)
H (7.2433, -1.9329, 0.0243)
H (4.7895, -1.6562, 0.1553)
H (4.6138, 2.2884, 1.8271)
H (2.8078, 4.2479, 1.8294)
H (4.2785, -2.9044, 2.9153)
H (2.2821, -4.6483, 3.2113)
H (-5.2371, -0.4558, 3.7097)
H (-7.7030, -0.2903, 3.6605)
H (-8.8587, 0.3430, 1.5655)
H (-7.5323, 0.8089, -0.4723)
H (-5.0708, 0.6413, -0.4086)
Cl (0.9578, -6.1386, -5.1835)
C (1.1229, -4.8818, -4.0058)
C (0.0070, -4.3531, -3.3619)
Cl (-1.5624, -4.9748, -3.7449)
C (0.1370, -3.3424, -2.4249)
Cl (-1.2574, -2.7242, -1.6033)
C (1.3942, -2.7729, -2.0624)
O (1.5331, -1.8495, -1.2223)
C (2.5125, -3.3642, -2.7422)
Cl (4.0705, -2.7319, -2.3361)
C (2.3809, -4.3717, -3.6757)
Cl (3.7853, -5.0194, -4.4535)
C (-2.6082, 1.0736, -1.9145)
C (-3.4413, 1.8642, -2.9591)
N (-2.5740, 2.7766, -3.7103)
C (-1.8887, 3.6579, -2.7610)
C (-1.0013, 2.8210, -1.8015)
N (-1.1909, 1.3971, -2.0635)
C (-0.7719, 1.0969, -3.4324)
C (-1.5693, 1.9824, -4.4264)
H (-2.7288, -0.0065, -2.0361)
H (-2.9000, 1.3318, -0.8942)
H (-4.2257, 2.4554, -2.4783)
H (-3.9231, 1.1938, -3.6751)
H (-2.6507, 4.2155, -2.2095)
H (-1.2942, 4.3782, -3.3288)
H (-1.2502, 3.0104, -0.7550)
H (0.0579, 3.0512, -1.9444)
H (-0.9435, 0.0326, -3.6089)
H (0.3014, 1.2727, -3.5120)
H (-2.0855, 1.3773, -5.1754)
H (-0.9101, 2.6741, -4.9567)
Cl (2.6869, 3.4259, -3.1672)
C (2.9071, 2.6315, -1.5856)
Cl (2.5071, 0.9189, -1.6240)
H (2.2527, 3.1285, -0.8761)
H (3.9455, 2.7495, -1.2982)

As for the net charge: -1. The energy relative to the best compared isomer or geometry (same formula, charge and spin) is 0.0 kcal per mole.

=====

2.
The following is a quantum chemistry calculation of a molecular structure, C57H43Br2GaN2OP2S4 at a distorted geometry, from the OMol25 dataset.

Atoms and positions in Å:
Ga (-0.4842, -0.6100, 0.6454)
O (-0.9633, 0.6866, 2.0781)
S (-0.6631, 2.0409, 1.3743)
C (-2.2815, 2.7286, 1.2546)
C (-3.0258, 3.0384, 2.3755)
C (-4.2893, 3.6387, 2.2836)
C (-4.7622, 3.9713, 1.0366)
C (-6.0202, 4.6598, 0.5853)
C (-5.8364, 4.8616, -0.9408)
C (-4.6200, 4.0505, -1.2881)
C (-4.0250, 3.7264, -2.4775)
C (-2.8953, 2.8897, -2.4582)
C (-2.2828, 2.4418, -1.2985)
P (-0.9606, 1.1564, -1.4615)
C (-1.5465, 0.2556, -2.9448)
C (-2.4195, -0.8013, -2.6980)
C (-3.0361, -1.4778, -3.7390)
C (-2.7794, -1.1019, -5.0481)
C (-1.9175, -0.0446, -5.3060)
C (-1.3083, 0.6405, -4.2660)
C (0.4892, 2.1384, -1.9731)
C (1.3567, 1.7035, -2.9745)
C (2.3876, 2.5231, -3.4096)
C (2.5942, 3.7604, -2.8191)
C (1.7726, 4.1729, -1.7793)
C (0.7158, 3.3777, -1.3686)
C (-2.8029, 2.8958, -0.0523)
C (-4.0118, 3.6107, -0.0997)
C (0.2081, 3.0135, 2.5770)
C (-0.2692, 4.2458, 2.9723)
C (0.4585, 5.1130, 3.8000)
C (1.7051, 4.7210, 4.2023)
C (2.7332, 5.4287, 5.0361)
C (3.9132, 4.4326, 5.1398)
C (3.5001, 3.2603, 4.2973)
C (4.1540, 2.1013, 3.9783)
C (3.5113, 1.1981, 3.1254)
C (2.2385, 1.3849, 2.5998)
P (1.8082, -0.0169, 1.4923)
C (3.2693, -0.1609, 0.4296)
C (3.4602, 0.8508, -0.5128)
C (4.6108, 0.8698, -1.2804)
C (5.5693, -0.1231, -1.1179)
C (5.3594, -1.1506, -0.2083)
C (4.2109, -1.1751, 0.5683)
C (1.8041, -1.4941, 2.5486)
C (1.5733, -2.7101, 1.8942)
C (1.4679, -3.8815, 2.6221)
C (1.5717, -3.8458, 4.0046)
C (1.7625, -2.6384, 4.6598)
C (1.8765, -1.4591, 3.9371)
C (1.5153, 2.5688, 2.9419)
C (2.2062, 3.4693, 3.7839)
H (-2.6162, 2.8188, 3.3536)
H (-4.8469, 3.8498, 3.1859)
H (-6.1909, 5.5956, 1.1164)
H (-6.8792, 4.0156, 0.7859)
H (-5.6432, 5.9110, -1.1747)
H (-6.7139, 4.5682, -1.5155)
H (-4.4216, 4.0591, -3.4273)
H (-2.5023, 2.5792, -3.4131)
H (-2.6463, -1.0791, -1.6808)
H (-3.7210, -2.2866, -3.5218)
H (-3.2598, -1.6204, -5.8667)
H (-1.7362, 0.2648, -6.3268)
H (-0.6662, 1.4803, -4.4943)
H (1.2271, 0.7328, -3.4289)
H (3.0243, 2.1911, -4.2191)
H (3.3842, 4.4083, -3.1743)
H (1.9461, 5.1254, -1.2962)
H (0.0560, 3.7351, -0.5880)
H (-1.2414, 4.5718, 2.6367)
H (0.0371, 6.0652, 4.0913)
H (2.3289, 5.7033, 6.0107)
H (3.0380, 6.3571, 4.5503)
H (4.0869, 4.1194, 6.1705)
H (4.8481, 4.8629, 4.7798)
H (5.1457, 1.8829, 4.3507)
H (4.0544, 0.3006, 2.8564)
H (2.7067, 1.6243, -0.6365)
H (4.7635, 1.6594, -2.0042)
H (6.4780, -0.0999, -1.7039)
H (6.0989, -1.9326, -0.1007)
H (4.0587, -1.9789, 1.2781)
H (1.5292, -2.7505, 0.8075)
H (1.2948, -4.8202, 2.1116)
H (1.4862, -4.7577, 4.5785)
H (1.8053, -2.6120, 5.7402)
H (2.0246, -0.5231, 4.4583)
Br (1.2989, -1.5257, -1.8828)
C (0.6410, -2.8715, -3.1434)
Br (-0.2997, -4.2922, -2.2630)
H (1.5145, -3.2779, -3.6363)
H (-0.0262, -2.3626, -3.8293)
S (-3.6035, -5.6740, 4.6149)
C (-2.9559, -4.5125, 3.6737)
S (-3.2159, -4.4639, 1.9213)
C (-2.2513, -3.0140, 1.8520)
N (-1.8091, -2.5973, 2.9755)
N (-2.1990, -3.4118, 4.0026)
C (-1.9238, -2.9518, 5.3275)
C (-1.9796, -1.5805, 5.5547)
C (-1.7435, -1.0874, 6.8259)
C (-1.4520, -1.9506, 7.8718)
C (-1.3832, -3.3149, 7.6343)
C (-1.6127, -3.8233, 6.3637)
S (-2.0497, -2.2274, 0.3190)
H (-2.2148, -0.9141, 4.7363)
H (-1.8011, -0.0212, 7.0028)
H (-1.2837, -1.5636, 8.8677)
H (-1.1527, -3.9945, 8.4433)
H (-1.5511, -4.8846, 6.1930)

As for the net charge: +2. The energy relative to the best compared isomer or geometry (same formula, charge and spin) is 0.0 kcal per mole.

=====

3.
The following is a quantum chemistry calculation of a molecular structure, C57H44Cl2CoGeN4O5Si at a distorted geometry, from the OMol25 dataset.

Atoms and positions in Å:
Co (-1.1326, 0.3075, -0.0029)
Cl (-5.0905, 1.1187, -5.3973)
C (-4.5443, 0.9187, -3.7551)
C (-3.1722, 0.8278, -3.5271)
C (-2.7180, 0.6757, -2.2340)
N (-1.3786, 0.5749, -1.8347)
C (-0.3162, 0.8698, -2.5787)
O (-0.2554, 1.2468, -3.7483)
C (0.9522, 0.6098, -1.7896)
C (2.1948, 0.7565, -2.3734)
C (3.3182, 0.4101, -1.6396)
C (3.1509, -0.0917, -0.3582)
C (1.8683, -0.1889, 0.1547)
N (0.7935, 0.1735, -0.5320)
C (-3.6245, 0.6081, -1.1619)
C (-4.9814, 0.7031, -1.3929)
C (-5.4360, 0.8573, -2.7018)
Cl (-7.1529, 0.9803, -2.9641)
N (-2.9966, 0.4450, 0.0793)
C (-3.5953, 0.4118, 1.2645)
O (-4.7895, 0.4880, 1.5531)
C (-2.5600, 0.2703, 2.3663)
C (-2.9433, 0.2789, 3.6940)
C (-1.9661, 0.1898, 4.6701)
C (-0.6375, 0.1048, 4.2786)
C (-0.3393, 0.1014, 2.9260)
N (-1.2787, 0.1687, 1.9886)
H (-2.4748, 0.8770, -4.3487)
H (2.2342, 1.1293, -3.3876)
H (4.3087, 0.5158, -2.0639)
H (3.9905, -0.4201, 0.2406)
H (1.7007, -0.6050, 1.1344)
H (-5.6780, 0.6448, -0.5718)
H (-3.9982, 0.3678, 3.9130)
H (-2.2313, 0.2043, 5.7196)
H (0.1636, 0.0522, 5.0031)
H (0.6869, 0.0619, 2.5898)
O (-0.8952, 2.0894, 0.3563)
Si (-0.7675, 3.6497, 0.5804)
C (0.9887, 4.1123, 1.1146)
C (1.2616, 5.1152, 2.0477)
C (2.5632, 5.4079, 2.4380)
C (3.6254, 4.6951, 1.9017)
C (3.3787, 3.6939, 0.9714)
C (2.0760, 3.4112, 0.5878)
C (-1.8919, 4.1657, 2.0070)
C (-1.6920, 3.5924, 3.2687)
C (-2.5652, 3.8283, 4.3188)
C (-3.6687, 4.6513, 4.1289)
C (-3.8818, 5.2390, 2.8920)
C (-3.0009, 4.9958, 1.8437)
C (-1.1871, 4.7269, -0.8965)
C (-1.7507, 4.1567, -2.0382)
C (-2.0393, 4.9210, -3.1622)
C (-1.7683, 6.2806, -3.1579)
C (-1.2116, 6.8709, -2.0289)
C (-0.9227, 6.0989, -0.9141)
H (0.4398, 5.6736, 2.4844)
H (2.7488, 6.1879, 3.1671)
H (4.6404, 4.9147, 2.2107)
H (4.2027, 3.1309, 0.5480)
H (1.8927, 2.6294, -0.1361)
H (-0.8345, 2.9443, 3.4259)
H (-2.3920, 3.3685, 5.2853)
H (-4.3646, 4.8245, 4.9409)
H (-4.7411, 5.8808, 2.7394)
H (-3.1851, 5.4528, 0.8778)
H (-1.9665, 3.0964, -2.0476)
H (-2.4685, 4.4482, -4.0371)
H (-1.9861, 6.8818, -4.0325)
H (-0.9979, 7.9333, -2.0236)
H (-0.4824, 6.5742, -0.0425)
O (-2.6792, -2.2062, -1.4763)
C (-1.8522, -2.4292, -0.6110)
O (-1.0899, -1.5634, -0.0189)
C (-1.6331, -3.8837, -0.1362)
C (-0.4017, -4.1108, 0.7460)
Ge (1.3412, -4.0626, -0.1411)
C (1.5965, -5.9009, -0.8130)
C (2.3570, -6.8682, -0.1578)
C (2.4395, -8.1684, -0.6438)
C (1.7503, -8.5245, -1.7927)
C (0.9904, -7.5736, -2.4611)
C (0.9224, -6.2749, -1.9779)
C (1.7474, -3.0319, -1.7609)
C (0.8071, -2.3829, -2.5620)
C (1.1690, -1.8425, -3.7910)
C (2.4793, -1.9204, -4.2301)
C (3.4299, -2.5572, -3.4438)
C (3.0607, -3.1193, -2.2310)
C (2.6899, -3.7812, 1.2647)
C (2.3006, -3.2621, 2.5015)
C (3.2183, -3.0513, 3.5229)
C (4.5576, -3.3540, 3.3260)
C (4.9659, -3.8795, 2.1085)
C (4.0397, -4.0965, 1.0969)
H (-1.6351, -4.5256, -1.0188)
H (-2.5385, -4.1289, 0.4260)
H (-0.4149, -5.1049, 1.2021)
H (-0.4332, -3.3697, 1.5410)
H (2.8919, -6.6073, 0.7489)
H (3.0412, -8.9037, -0.1232)
H (1.8027, -9.5396, -2.1665)
H (0.4549, -7.8433, -3.3630)
H (0.3456, -5.5366, -2.5261)
H (-0.2190, -2.2842, -2.2461)
H (0.4244, -1.3377, -4.3912)
H (2.7599, -1.4859, -5.1815)
H (4.4589, -2.6211, -3.7776)
H (3.8119, -3.6459, -1.6544)
H (1.2607, -3.0097, 2.6746)
H (2.8849, -2.6542, 4.4742)
H (5.2763, -3.1899, 4.1189)
H (6.0087, -4.1238, 1.9468)
H (4.3847, -4.5307, 0.1663)

As for the net charge: -1.

=====

Number 1: gap between HOMO and LUMO 5.4884 eV, DFT total energy -163687.738 eV. Number 2: gap between HOMO and LUMO 5.9739 eV, DFT total energy -319202.990 eV. Number 3: gap between HOMO and LUMO 6.9070 eV, DFT total energy -203095.409 eV.